# 1
The following is a quantum chemistry calculation of C10H28AgClFO10P2 as an isolated structure, from the Open Molecules 2025 dataset.

Geometry as ORCA input:
```
! RIJCOSX wB97M-V def2-TZVPD def2/J DEFGRID3
* xyz -1 1
Ag 15.78 -6.45 -1.61
F 18.39 -3.51 0.02
Cl 12.61 -2.89 -3.68
C 11.18 -6.20 7.11
O 12.01 -6.48 5.95
P 11.63 -6.01 4.42
O 12.51 -6.55 3.37
O 10.06 -6.35 4.28
C 9.67 -7.73 4.29
O 11.53 -4.38 4.53
C 12.74 -3.60 4.33
H 10.50 -5.38 6.89
H 11.80 -5.90 7.95
H 10.62 -7.12 7.29
H 10.55 -8.34 4.49
H 9.21 -8.03 3.35
H 8.89 -7.79 5.05
H 13.67 -4.18 4.28
H 12.83 -2.97 5.21
H 12.64 -2.96 3.45
C 20.38 -5.02 7.78
O 20.25 -6.40 8.08
P 21.31 -7.47 7.56
O 22.73 -7.18 7.97
O 20.68 -8.80 8.32
C 21.48 -9.87 8.90
O 20.93 -7.71 5.99
C 19.61 -7.99 5.57
H 21.29 -4.71 7.27
H 20.35 -4.44 8.71
H 19.44 -4.72 7.32
H 21.13 -10.34 9.81
H 22.48 -9.49 9.09
H 21.43 -10.69 8.19
H 19.10 -7.16 5.09
H 18.97 -8.41 6.34
H 19.64 -8.75 4.78
C 13.61 -10.48 -2.53
O 15.00 -10.38 -2.88
C 15.77 -11.59 -2.76
C 17.22 -11.32 -3.04
O 17.71 -10.33 -2.05
C 19.05 -9.95 -2.27
H 13.14 -11.03 -3.34
H 13.08 -9.54 -2.38
H 13.53 -11.00 -1.58
H 15.48 -12.22 -3.60
H 15.72 -12.14 -1.82
H 17.32 -10.90 -4.04
H 17.73 -12.28 -2.94
H 19.75 -10.79 -2.25
H 19.42 -9.31 -1.47
H 19.19 -9.49 -3.25
*
```

Output
- Energy above the lowest of the compared OMol25 structures with the same formula, charge and spin: 652.7 kJ/mol
- E_LUMO: -0.0257 hartree
- E_HOMO: -4.1 eV

# 2
The following is a quantum chemistry calculation of C10H28AgClN2O4 as an isolated structure, from the Open Molecules 2025 dataset.

Geometry as ORCA input:
```
! RIJCOSX wB97M-V def2-TZVPD def2/J DEFGRID3
* xyz 1 2
Ag -2.35 3.13 0.90
Cl -1.35 1.42 0.39
C 1.02 0.92 2.47
C 1.83 0.34 1.23
C 1.58 -1.15 0.85
O 2.13 -1.98 1.88
C 1.70 -3.29 1.87
N 1.33 1.14 0.15
H -0.05 0.88 2.31
H 1.28 1.95 2.72
H 1.28 0.41 3.40
H 2.88 0.64 1.22
H 2.08 -1.29 -0.11
H 0.52 -1.36 0.75
H 2.10 -3.85 2.72
H 1.97 -3.81 0.95
H 0.61 -3.30 1.94
H 1.34 2.12 0.39
H 0.36 0.93 -0.03
C -2.23 -2.00 -2.59
C -2.08 -0.96 -1.41
C -1.22 -1.55 -0.29
O -1.95 -2.72 0.13
C -1.22 -3.52 1.04
N -1.48 0.30 -1.87
H -2.93 -1.64 -3.35
H -2.60 -2.97 -2.27
H -1.27 -2.14 -3.09
H -3.09 -0.85 -1.01
H -1.22 -0.87 0.57
H -0.20 -1.76 -0.62
H -1.01 -3.03 1.99
H -0.34 -3.88 0.51
H -1.80 -4.44 1.18
H -0.59 0.19 -2.33
H -1.39 0.90 -1.07
C 0.51 2.97 -1.08
C 1.12 4.24 -1.61
O 0.22 5.28 -1.27
O 0.49 2.97 0.35
H 1.06 2.08 -1.38
H -0.52 2.77 -1.38
H 1.30 4.23 -2.68
H 2.08 4.43 -1.13
H 0.18 5.87 -2.02
H -0.05 2.24 0.67
*
```

Output
- Energy above the lowest of the compared OMol25 structures with the same formula, charge and spin: 985.0 kJ/mol
- <S²>: 0.75
- E_LUMO (alpha / beta): -0.1714 / -0.2249 hartree
- E_HOMO (alpha / beta): -11.7 / -11.7 eV

# 3
The following is a quantum chemistry calculation of a 3-piece molecular cluster, C10H28ClO9PS2Si overall, from the Open Molecules 2025 dataset.

Geometry as ORCA input:
```
! RIJCOSX wB97M-V def2-TZVPD def2/J DEFGRID3
* xyz 0 1
O 7.01 -0.77 -2.23
P 7.08 -0.49 -0.66
O 8.02 -1.70 0.22
O 7.80 1.11 -0.44
C 5.30 -0.47 0.13
Si 4.32 -2.02 -0.48
C 2.61 -1.61 -1.31
C 1.38 -1.37 -0.25
C 0.83 0.17 -0.16
Cl 2.11 1.48 -0.36
H 7.53 -1.81 1.10
H 7.35 1.74 -1.10
H 4.79 0.56 -0.12
H 5.49 -0.62 1.28
H 4.21 -2.94 0.66
H 5.15 -2.64 -1.54
H 2.69 -0.74 -2.12
H 2.33 -2.58 -1.95
H 1.60 -1.80 0.84
H 0.47 -2.03 -0.64
H 0.00 0.35 -1.00
H 0.27 0.37 0.87
C -5.20 -0.56 -2.90
C -4.91 -0.12 -4.32
O -3.87 0.85 -4.36
S -2.33 0.35 -4.23
C -1.56 1.86 -4.76
O -2.08 -0.67 -5.23
O -2.02 0.14 -2.83
H -4.37 -1.13 -2.48
H -6.09 -1.19 -2.87
H -5.36 0.31 -2.25
H -4.67 -0.97 -4.96
H -5.80 0.36 -4.74
H -1.84 2.06 -5.79
H -0.47 1.73 -4.68
H -1.88 2.67 -4.10
C -4.10 -0.13 5.79
C -3.81 0.31 4.36
O -2.77 1.28 4.33
S -1.22 0.78 4.46
C -0.45 2.29 3.93
O -0.97 -0.24 3.46
O -0.92 0.57 5.85
H -3.26 -0.69 6.20
H -4.99 -0.76 5.82
H -4.26 0.74 6.44
H -3.56 -0.54 3.73
H -4.70 0.79 3.94
H -0.74 2.49 2.89
H 0.63 2.16 4.00
H -0.78 3.10 4.58
*
```

Output
- SMILES: O=P(O)(O)C[SiH2]CCCCl.CCOS(C)(=O)=O.CCOS(C)(=O)=O
- E_LUMO: 0.0096 hartree
- E_HOMO: -10.0 eV

# 4
The following is a quantum chemistry calculation of C10H28N4O2PS2V as an isolated structure, from the Open Molecules 2025 dataset.

Geometry as ORCA input:
```
! RIJCOSX wB97M-V def2-TZVPD def2/J DEFGRID3
* xyz 3 2
V -0.35 0.02 -0.97
N -1.80 1.42 -0.28
C -3.13 0.74 -0.35
C -3.36 0.04 -1.67
N -2.18 -0.72 -2.07
C -2.04 -0.45 -3.52
C -1.31 0.89 -3.76
N -0.07 0.93 -2.94
C -2.38 -2.20 -1.90
C -0.97 -2.82 -2.04
N 0.05 -2.04 -1.25
H -1.53 1.51 0.71
H -1.84 2.41 -0.56
H -3.98 1.43 -0.16
H -3.13 -0.01 0.47
H -3.63 0.82 -2.45
H -4.23 -0.63 -1.54
H -3.00 -0.39 -4.06
H -1.49 -1.29 -4.01
H -1.96 1.78 -3.59
H -1.06 0.96 -4.82
H 0.31 1.88 -2.77
H 0.68 0.37 -3.36
H -3.06 -2.55 -2.71
H -2.80 -2.42 -0.90
H -0.61 -2.96 -3.04
H -1.12 -3.82 -1.61
H 1.01 -2.27 -1.54
H -0.04 -2.32 -0.27
C 4.28 -1.47 3.39
C 3.84 -0.55 2.28
O 2.36 -0.75 2.08
P 1.34 0.34 1.51
S -0.54 -0.50 1.54
S 1.58 0.79 -0.48
O 1.46 1.63 2.37
C 1.40 1.83 3.86
C 2.33 2.99 4.23
H 5.34 -1.30 3.56
H 4.10 -2.52 3.08
H 3.74 -1.24 4.29
H 4.28 -0.81 1.33
H 3.97 0.49 2.57
H 1.63 0.89 4.29
H 0.35 2.13 4.03
H 3.35 2.64 4.36
H 1.95 3.34 5.20
H 2.24 3.73 3.47
*
```

Output
- Energy above the lowest of the compared OMol25 structures with the same formula, charge and spin: 0.0 kJ/mol
- <S²>: 0.80
- E_LUMO (alpha / beta): -0.4709 / -0.4436 hartree
- E_HOMO (alpha / beta): -19.8 / -19.8 eV

# 5
The following is a quantum chemistry calculation of C10H29ClErIN2P2S as an isolated structure, from the Open Molecules 2025 dataset.

Geometry as ORCA input:
```
! RIJCOSX wB97M-V def2-TZVPD def2/J DEFGRID3
* xyz 2 4
C -0.17 0.53 2.81
I -1.69 -1.54 1.44
H 0.69 0.60 2.15
H -0.16 -0.30 3.50
H -0.11 1.40 3.52
Er 1.00 0.30 -2.35
P 1.33 -1.84 0.22
C 1.36 -2.34 1.99
C 1.05 -3.52 -0.48
H 1.61 -4.25 0.11
H 3.55 -2.69 0.47
H 1.41 -3.53 -1.52
H 3.47 -1.51 -0.88
H 0.41 -2.78 2.33
H -0.02 -3.77 -0.46
C 3.15 -1.73 0.14
H 2.15 -3.11 2.15
H 3.45 -0.93 0.82
H 1.58 -1.47 2.61
P -1.01 1.76 -1.78
C -2.43 2.49 -0.96
C 0.10 3.08 -2.42
H -0.72 0.27 -3.88
H -1.77 1.72 -4.13
H -2.38 0.36 -3.19
C -1.48 0.96 -3.37
H 0.97 2.71 -3.02
H -0.48 3.77 -3.04
H -2.98 3.24 -1.54
H -2.15 2.97 -0.01
H 0.50 3.66 -1.57
H -3.16 1.72 -0.67
Cl 2.40 -1.29 -3.49
C -3.18 0.33 5.70
N -2.50 0.25 4.42
C -2.97 0.56 3.22
S -1.74 0.93 1.94
N -4.27 0.48 2.89
C -5.21 -0.54 3.37
H -4.16 0.82 5.58
H -2.53 0.91 6.37
H -3.27 -0.70 6.08
H -1.49 0.24 4.46
H -4.51 0.92 2.01
H -6.03 -0.04 3.89
H -5.66 -1.03 2.48
H -4.69 -1.27 4.00
*
```

Output
- <S²>: 3.79
- E_LUMO (alpha / beta): -0.2210 / -0.2659 hartree
- E_HOMO (alpha / beta): -13.6 / -12.1 eV

# 6
The following is a quantum chemistry calculation of C10H30AgBrN6O4 as an isolated structure, from the Open Molecules 2025 dataset.

Geometry as ORCA input:
```
! RIJCOSX wB97M-V def2-TZVPD def2/J DEFGRID3
* xyz 0 1
Ag -0.33 0.42 0.45
Br -2.71 1.92 1.03
C 1.04 1.64 -2.50
C 0.45 2.84 -1.73
C -1.00 3.13 -2.07
O -1.10 3.51 -3.43
C -2.47 3.65 -3.78
N 0.63 2.52 -0.31
H 0.32 0.83 -2.61
H 2.02 1.35 -2.16
H 1.16 1.89 -3.57
H 1.06 3.72 -1.97
H -1.33 3.93 -1.40
H -1.63 2.29 -1.77
H -2.52 4.02 -4.80
H -2.91 4.41 -3.13
H -2.99 2.69 -3.66
H -0.01 3.10 0.25
H 1.55 2.74 0.05
C -1.47 -0.77 4.46
C -0.06 -0.73 3.89
C 0.88 -1.80 4.51
O 2.08 -1.79 3.73
C 2.72 -3.03 3.67
N -0.18 -0.99 2.45
H -1.34 -0.80 5.55
H -2.10 -1.64 4.28
H -1.97 0.17 4.23
H 0.35 0.27 4.00
H 0.40 -2.78 4.58
H 1.20 -1.63 5.54
H 3.13 -3.36 4.63
H 3.46 -3.02 2.87
H 2.02 -3.84 3.43
H 0.76 -1.27 2.17
H -0.67 -1.86 2.23
C 2.36 -1.53 -0.72
O 1.70 -0.65 -0.16
N 1.87 -2.19 -1.79
N 3.66 -1.84 -0.40
H 2.22 -3.08 -2.09
H 1.00 -1.84 -2.18
H 3.99 -1.42 0.45
H 4.23 -2.31 -1.07
C -2.07 -0.88 -2.27
O -1.12 -1.16 -1.52
N -3.38 -1.03 -1.92
N -1.85 -0.56 -3.56
H -4.05 -0.81 -2.63
H -3.55 -1.42 -1.01
H -0.92 -0.56 -3.94
H -2.54 -0.46 -4.28
*
```

Output
- Energy above the lowest of the compared OMol25 structures with the same formula, charge and spin: 80.4 kJ/mol
- E_LUMO: 0.0142 hartree
- E_HOMO: -6.9 eV

# 7
The following is a quantum chemistry calculation of C10H30AgN8O6 as an isolated structure, from the Open Molecules 2025 dataset.

Geometry as ORCA input:
```
! RIJCOSX wB97M-V def2-TZVPD def2/J DEFGRID3
* xyz 0 2
Ag 0.01 0.16 -0.53
C 1.09 -2.25 3.31
C 0.52 -2.59 1.90
C -0.77 -3.40 1.92
O 0.27 -1.49 1.06
H 1.15 -1.17 3.50
H 2.16 -2.48 3.34
H 0.60 -2.88 4.05
H 1.28 -3.18 1.39
H -0.71 -4.45 2.22
H -1.35 -3.30 1.00
H -1.46 -2.98 2.65
C 0.01 3.66 -1.79
C -1.17 2.74 -2.19
C -1.84 3.35 -3.50
O -0.90 1.40 -2.33
H 0.69 3.42 -0.97
H -0.40 4.64 -1.54
H 0.75 3.73 -2.59
H -1.84 2.89 -1.35
H -2.69 2.72 -3.76
H -1.11 3.51 -4.30
H -2.36 4.31 -3.50
C 1.46 1.97 1.95
O 0.61 1.52 1.20
N 1.34 3.07 2.73
N 2.65 1.46 1.97
H 2.11 3.57 3.16
H 0.39 3.24 3.02
H 2.79 0.71 1.31
H 3.29 1.75 2.69
C -1.23 -2.29 -2.59
O -0.51 -1.37 -2.10
N -1.57 -3.41 -1.99
N -1.90 -2.21 -3.68
H -0.99 -3.58 -1.18
H -2.27 -3.98 -2.44
H -2.29 -3.05 -4.08
H -1.98 -1.35 -4.20
C 3.20 -0.36 -0.84
O 2.19 0.28 -0.78
N 3.46 -1.13 0.12
N 4.06 -0.22 -1.84
H 4.26 -1.75 0.06
H 2.67 -1.39 0.69
H 4.95 -0.70 -1.78
H 3.80 0.20 -2.72
C -2.61 0.25 1.15
O -2.26 0.06 -0.01
N -3.54 1.06 1.53
N -2.17 -0.37 2.20
H -3.84 1.07 2.49
H -4.15 1.43 0.81
H -2.48 0.09 3.04
H -1.35 -0.95 2.11
*
```

Output
- Energy above the lowest of the compared OMol25 structures with the same formula, charge and spin: 37.3 kJ/mol
- <S²>: 0.76
- E_LUMO (alpha / beta): 0.0249 / -0.0139 hartree
- E_HOMO (alpha / beta): -6.7 / -6.7 eV

# 8
The following is a quantum chemistry calculation of C10H30BrCoN6O4 as an isolated structure, from the Open Molecules 2025 dataset.

Geometry as ORCA input:
```
! RIJCOSX wB97M-V def2-TZVPD def2/J DEFGRID3
* xyz 1 4
Co 10.57 -14.55 -18.97
Br 8.70 -16.41 -18.57
C 5.60 -16.11 -13.84
C 6.75 -16.85 -14.56
C 6.21 -17.92 -15.52
O 5.83 -19.00 -14.72
C 5.30 -20.13 -15.26
N 7.51 -15.85 -15.29
H 5.73 -15.04 -13.64
H 5.34 -16.60 -12.90
H 4.77 -16.26 -14.53
H 7.47 -17.25 -13.85
H 6.94 -18.30 -16.23
H 5.45 -17.57 -16.21
H 4.50 -19.88 -15.96
H 4.74 -20.66 -14.49
H 6.08 -20.71 -15.74
H 6.76 -15.57 -15.90
H 8.15 -16.28 -15.93
C 11.42 -17.73 -21.71
C 11.76 -17.12 -20.33
C 13.16 -17.64 -20.11
O 13.55 -17.11 -18.86
C 14.48 -17.93 -18.17
N 11.76 -15.68 -20.46
H 11.57 -18.80 -21.77
H 12.11 -17.34 -22.46
H 10.40 -17.57 -22.06
H 11.05 -17.47 -19.59
H 13.76 -17.53 -21.01
H 13.08 -18.73 -20.10
H 15.06 -18.55 -18.84
H 13.89 -18.54 -17.49
H 15.13 -17.25 -17.61
H 11.31 -15.55 -21.35
H 12.73 -15.48 -20.61
C 5.70 -14.09 -21.36
O 4.68 -13.64 -21.84
N 6.74 -13.42 -20.91
N 5.99 -15.34 -21.23
H 7.63 -13.85 -20.74
H 6.60 -12.43 -21.06
H 5.41 -16.01 -21.73
H 6.66 -15.73 -20.58
C 7.70 -19.96 -20.23
O 7.57 -21.05 -20.66
N 7.38 -19.70 -19.03
N 7.88 -18.91 -21.04
H 7.49 -18.80 -18.57
H 7.12 -20.50 -18.47
H 8.15 -19.02 -22.01
H 8.14 -18.09 -20.52
*
```

Output
- Energy above the lowest of the compared OMol25 structures with the same formula, charge and spin: 810.8 kJ/mol
- <S²>: 3.76
- E_LUMO (alpha / beta): -0.2576 / -0.2793 hartree
- E_HOMO (alpha / beta): -11.8 / -11.8 eV

# 9
The following is a quantum chemistry calculation of C10H30ClIP3Pt as an isolated structure, from the Open Molecules 2025 dataset.

Geometry as ORCA input:
```
! RIJCOSX wB97M-V def2-TZVPD def2/J DEFGRID3
* xyz 3 5
C 1.77 0.79 -0.37
I -2.04 1.67 1.98
H 2.00 1.12 -1.41
H 2.49 -0.08 -0.34
H 2.05 1.52 0.39
Pt -0.24 -0.34 -0.71
P -0.72 -2.26 -1.59
C -0.50 -3.56 -0.29
C -2.45 -2.18 -2.11
H -2.78 -3.13 -2.58
H 0.42 -3.44 -3.35
H -2.53 -1.33 -2.80
H 0.44 -1.65 -3.57
H -1.36 -3.47 0.41
H -3.08 -1.95 -1.22
C 0.55 -2.48 -2.86
H -0.49 -4.54 -0.81
H 1.54 -2.40 -2.38
H 0.45 -3.38 0.25
P -0.46 2.33 -0.29
C -0.17 3.28 1.31
C 0.74 3.29 -1.34
H -2.10 2.77 -1.96
H -1.87 4.20 -0.85
H -2.89 2.85 -0.39
C -1.98 3.11 -0.93
H 0.52 3.01 -2.38
H 0.52 4.36 -1.15
H -0.40 4.32 1.09
H 0.83 3.11 1.73
H 1.78 3.06 -1.08
H -0.89 2.97 2.14
Cl -0.68 0.57 -2.90
C 0.99 0.57 2.63
P 0.48 -0.82 1.51
C 2.13 -1.69 1.44
C -0.53 -1.67 2.77
H 1.65 1.29 2.16
H 1.49 0.16 3.51
H 0.10 1.10 2.99
H 2.90 -0.95 1.23
H 2.37 -2.18 2.38
H 2.17 -2.44 0.63
H 0.09 -1.95 3.63
H -1.31 -0.97 3.10
H -1.01 -2.58 2.39
*
```

Output
- Energy above the lowest of the compared OMol25 structures with the same formula, charge and spin: 265.8 kJ/mol
- <S²>: 6.02
- E_LUMO (alpha / beta): -0.3910 / -0.5498 hartree
- E_HOMO (alpha / beta): -18.2 / -19.8 eV

| no. | energy (hartree) | maximum force (eV/A) |
| --- | --- | --- |
| 1 | -2539.939035 | 3.1 |
| 2 | -1414.795586 | 7.4 |
| 3 | -2962.347962 | 5.8 |
| 4 | -2848.163152 | 3.8 |
| 5 | -3361.083244 | 3.9 |
| 6 | -3749.567278 | 2.2 |
| 7 | -1435.407972 | 6.5 |
| 8 | -4984.936047 | 6.4 |
| 9 | -2298.979679 | 5.8 |